Molecular formula: C7H12O2
Method: DFT, ωB97M-V with the def2-TZVPD basis set

The geometry in XYZ format:
```
21
Properties=species:S:1:pos:R:3:forces:R:3:nbo_charge:R:1
C -2.590093 0.053677 -0.072255 -1.909 -4.772 2.829 -0.626
C -1.276592 -0.699425 -0.129008 0.727 -1.195 2.430 -0.391
C -0.198954 0.099320 0.552991 1.773 0.666 2.036 -0.245
C 0.180455 1.557026 0.005853 -4.144 2.667 1.551 -0.083
C 1.591018 0.245612 -0.966470 -0.554 0.660 1.181 0.022
C 2.103567 -1.148474 -0.657241 1.284 0.236 0.757 -0.382
C 1.204201 -0.433295 0.379629 0.760 -0.448 -2.305 0.173
H -2.795018 0.991939 -0.386041 0.416 3.007 -1.857 0.217
H -2.767330 0.158630 1.037425 -0.205 -0.202 -0.862 0.203
H -3.439383 -0.612701 -0.452030 1.035 0.899 0.477 0.211
H -0.950448 -1.010834 -1.121681 -0.182 -0.212 0.044 0.206
H -1.235588 -1.659635 0.710764 -0.854 2.147 -3.002 0.211
H -0.386165 0.149979 1.701741 -0.040 0.010 -1.890 0.212
H 0.070980 2.448851 0.769425 0.342 -1.919 -1.111 0.198
H -0.667067 1.760136 -0.711112 0.876 0.040 0.033 0.155
H 0.902064 0.069219 -1.750941 -0.938 0.064 -0.645 0.157
H 3.098455 -1.512123 -0.387181 -0.191 0.635 0.669 0.234
H 1.803696 -1.803425 -1.457611 -0.819 -0.044 -0.057 0.230
H 1.898849 -0.503888 2.183906 0.854 2.963 -3.174 0.469
O 1.417860 1.662264 -0.585026 2.236 -1.819 -0.847 -0.481
O 2.035489 0.187149 1.334870 -0.467 -3.383 3.743 -0.692
```
Forces are in eV/Å.

Values from the calculation:
**DFT total energy**: -424.17007 Eh
**M**: 128.17 g mol⁻¹
**SMILES**: CC[C@@H]1CO[C@H]2C[C@]12O
**LUMO energy**: 0.0259 Ha
**Net charge**: 0
**HOMO-LUMO gap**: 9.4979 eV
**Energy relative to the best compared isomer or geometry (same formula, charge and spin)**: 593.2 kJ/mol
**Maximum force**: 0.1141 hartree/bohr

=====

Molecular formula: C32H21BrF5N3O4RuS4
Method: DFT, ωB97M-V with the def2-TZVPD basis set

The geometry in XYZ format:
```
71
Properties=species:S:1:pos:R:3:forces:R:3:mulliken_charge:R:1
Ru 0.515224 -1.436109 0.104429 0.643 0.359 -0.114 0.058
Br -1.350414 -0.837384 3.334429 0.052 0.018 0.059 -0.008
C 0.498796 -1.237403 3.370705 -0.074 0.056 -0.074 -0.552
C 1.089639 -1.527429 4.587494 -0.002 0.007 -0.016 -0.645
C 2.462290 -1.701198 4.611533 0.015 0.001 0.009 -0.601
C 3.189088 -1.504679 3.449948 0.009 0.030 0.010 -0.791
C 2.509688 -1.223256 2.280490 -0.019 -0.024 0.037 0.399
N 1.168075 -1.156064 2.230918 -0.031 -0.221 -0.148 1.262
C 3.268008 -0.860051 1.001682 -0.007 -0.119 -0.008 0.304
O 4.453310 -0.577736 1.127275 0.015 -0.050 -0.039 -0.765
O 2.563845 -0.816577 -0.059664 -0.069 0.140 0.273 -0.628
H 0.481768 -1.607550 5.475900 0.003 -0.001 0.001 0.513
H 2.959942 -1.950345 5.540143 0.000 0.002 0.001 0.430
H 4.267821 -1.544033 3.412054 0.000 -0.006 0.002 0.579
O 0.485002 0.988134 -0.120823 -0.950 -0.106 -0.023 -0.194
S 1.650580 1.903531 0.067400 0.728 -0.203 0.024 0.229
C 1.071537 3.615806 -0.210898 -0.036 0.004 0.074 -1.023
C -0.442389 3.804819 -0.227115 0.016 0.111 0.033 -0.312
C -0.946419 3.793827 -1.664326 -0.107 0.068 -0.066 -0.369
C -2.458259 3.939968 -1.807578 0.069 -0.157 -0.061 -1.000
S -3.359448 2.350091 -1.720578 -0.058 0.065 -0.025 0.009
O -2.762169 1.592606 -0.592446 0.024 0.053 0.079 -0.300
C -2.732438 1.639595 -3.245727 0.082 0.092 0.074 0.506
C -3.357333 1.957583 -4.444157 -0.018 0.046 0.011 -0.442
C -2.874482 1.411606 -5.622985 0.030 -0.036 0.004 -0.467
C -1.788543 0.542302 -5.590661 -0.058 0.064 -0.005 -0.747
C -1.184793 0.216423 -4.384657 -0.020 0.023 -0.115 -0.571
C -1.658001 0.766504 -3.200008 -0.043 -0.018 0.053 0.199
C 1.914425 2.023214 1.834633 -0.035 0.107 -0.029 0.535
C 3.218251 2.024531 2.302431 0.030 0.105 -0.041 -0.305
C 3.445512 2.117330 3.670641 -0.021 -0.021 -0.017 -0.631
C 2.374180 2.196369 4.545899 -0.030 -0.006 0.005 -0.526
C 1.067985 2.173112 4.063935 0.010 -0.020 0.030 -0.693
C 0.832861 2.081464 2.703182 -0.013 -0.026 0.032 -0.544
H 1.501321 3.909536 -1.171391 0.009 -0.056 0.015 0.594
H 1.573759 4.194287 0.563955 -0.033 0.047 -0.006 0.524
H -0.679493 4.766190 0.238185 -0.031 -0.019 0.016 0.472
H -0.951004 3.026395 0.338834 0.012 -0.098 0.011 0.004
H -0.611928 2.872967 -2.142098 -0.018 -0.083 -0.075 0.028
H -0.467304 4.612616 -2.210891 0.002 -0.002 0.002 0.443
H -2.734697 4.384857 -2.764733 -0.038 -0.013 -0.024 0.479
H -2.881969 4.558487 -1.011983 -0.006 -0.043 0.005 0.451
H -4.220130 2.615705 -4.453185 0.011 -0.005 0.004 0.419
H -3.354570 1.648450 -6.564049 -0.004 -0.001 -0.003 0.367
H -1.422142 0.102824 -6.509291 0.015 -0.018 0.009 0.430
H -0.356468 -0.480748 -4.356026 -0.093 0.098 -0.098 0.439
H -1.218998 0.510221 -2.240036 -0.087 0.077 -0.052 0.020
H 4.042834 1.905107 1.610986 -0.010 0.015 0.004 0.351
H 4.459718 2.095490 4.047845 -0.002 0.011 -0.004 0.413
H 2.552232 2.253699 5.612649 -0.003 0.003 -0.001 0.397
H 0.231554 2.204058 4.751148 0.010 -0.001 0.002 0.405
H -0.176015 2.010421 2.318383 -0.041 0.004 -0.039 0.517
S 0.247770 -1.630166 -2.172720 0.145 -0.380 0.258 0.066
C 1.086432 -3.131510 -2.121839 0.034 0.027 0.059 0.769
S 1.425137 -3.445922 -0.469610 0.052 -0.328 -0.046 -0.530
C 1.415745 -3.921779 -3.204338 0.027 -0.010 -0.029 0.557
C 1.067086 -3.511376 -4.519950 -0.011 -0.007 0.045 0.056
N 0.774241 -3.163610 -5.580230 -0.012 0.046 -0.015 -0.602
C 2.114055 -5.147828 -3.032620 0.013 0.005 -0.013 -0.185
N 2.682306 -6.140900 -2.888689 -0.009 -0.007 0.005 -0.595
F 0.124828 -3.846442 2.222435 0.053 0.087 0.051 -0.471
C -1.035974 -3.631179 1.557859 0.037 -0.077 -0.111 0.654
C -1.120807 -2.637125 0.589789 -0.065 0.144 0.046 -0.091
C -2.364060 -2.562993 -0.016311 -0.076 0.304 -0.201 0.199
F -2.610647 -1.636689 -0.970274 0.023 -0.118 0.223 -0.128
C -3.438412 -3.376825 0.313798 -0.042 0.065 -0.063 -0.238
F -4.619555 -3.234132 -0.307626 0.025 -0.022 0.023 -0.322
C -3.298774 -4.337533 1.293556 0.039 0.020 0.006 0.848
F -4.325431 -5.132509 1.627441 -0.004 -0.002 0.001 -0.335
C -2.074368 -4.465624 1.921516 -0.050 0.004 -0.036 0.016
F -1.909402 -5.395405 2.875978 -0.009 -0.003 0.000 -0.330
```
Forces are in eV/Å.

Values from the calculation:
**DFT total energy**: -6458.29500 Eh
**Spin multiplicity**: 2
**M**: 915.77 g mol⁻¹
**LUMO energy (alpha / beta)**: 0.0708 / 0.0711 Ha
**Net charge**: -1
**HOMO-LUMO gap (alpha / beta)**: 6.9184 / 6.7888 eV
**Energy relative to the best compared isomer or geometry (same formula, charge and spin)**: 38.8 kJ/mol
**Maximum force**: 0.0186 hartree/bohr

=====

Q: What is the DFT total energy in the first record?
A: -424.17007 Eh

=====

Q: Number 1 is which compound?
A: C7H12O2